# 1
Here is C21H21MoN5O2 as an isolated structure in a non-equilibrium geometry from OMol25. Energies are from ωB97M-V with the def2-TZVPD basis set.

CARTESIAN COORDINATES (ANGSTROEM)
N -1.17 3.12 0.53
C -0.60 4.11 0.27
C 0.03 5.36 -0.11
H -0.76 6.07 -0.38
H 0.69 5.17 -0.98
H 0.59 5.79 0.72
N 2.13 -1.78 -1.24
C 3.15 -2.31 -1.12
C 4.43 -2.94 -0.91
H 5.17 -2.45 -1.58
H 4.33 -4.02 -1.15
H 4.74 -2.81 0.14
N -3.52 -0.19 0.31
C -4.13 -1.18 0.19
C -4.96 -2.32 -0.18
H -4.77 -3.22 0.41
H -4.72 -2.53 -1.24
H -6.01 -2.04 -0.02
Mo 0.50 -0.37 -1.68
C -0.28 -1.69 0.21
O 0.16 -2.53 0.88
C 1.32 0.84 0.23
O 2.05 1.36 0.97
C 0.79 1.18 -3.14
C -0.53 1.20 -2.62
C -1.31 0.02 -2.68
C -0.75 -1.14 -3.28
C 0.61 -1.21 -3.64
C 1.40 -0.03 -3.57
H 1.38 2.09 -3.16
H -0.96 2.12 -2.21
H -2.34 0.02 -2.30
H -1.36 -2.04 -3.44
H 1.08 -2.17 -3.83
H 2.48 -0.09 -3.69
N -2.50 0.61 3.63
C -1.86 -0.06 2.64
N -0.78 0.58 2.22
C -0.68 1.72 2.98
C 0.32 2.66 3.19
C 0.04 3.78 3.96
C -1.11 3.86 4.77
C -2.03 2.80 4.75
C -1.82 1.80 3.82
H -3.13 0.21 4.31
H -2.31 -0.94 2.27
H 1.32 2.49 2.77
H 0.75 4.60 3.96
H -1.26 4.74 5.40
H -2.87 2.73 5.43

Kohn-Sham gap (alpha / beta)   2.57 / 5.01 eV
2S+1   3
Net charge   +4
ΔE to the lowest compared entry with this formula, charge and spin   71.52 kcal/mol

# 2
Here is C21H21N11SZn as an isolated structure from OMol25. Energies are from ωB97M-V with the def2-TZVPD basis set.

CARTESIAN COORDINATES (ANGSTROEM)
Zn -0.04 0.03 0.07
C 4.94 0.85 1.03
N 3.97 1.79 0.46
C 4.28 2.94 -0.24
C 3.13 3.50 -0.63
N 2.10 2.68 -0.15
C 2.64 1.63 0.51
S 1.88 0.35 1.35
C 0.73 2.96 -0.44
C 0.31 4.27 -0.39
C -0.95 4.59 -0.86
C -1.75 3.59 -1.37
C -1.27 2.29 -1.33
N -0.06 1.96 -0.85
H 5.92 1.32 1.00
H 4.95 -0.07 0.46
H 4.68 0.63 2.07
H 5.30 3.25 -0.40
H 2.94 4.38 -1.22
H 0.98 5.03 0.01
H -1.30 5.62 -0.83
H -2.72 3.79 -1.79
H -1.87 1.47 -1.70
N -5.05 1.12 1.52
N -3.95 0.37 1.20
N -4.03 -0.93 1.05
C -2.80 -1.22 0.67
N -2.03 -0.12 0.61
N -2.81 0.91 0.95
H -5.74 0.54 1.96
H -4.78 1.96 2.02
H -2.46 -2.22 0.46
C 0.58 -4.12 0.63
C 0.51 -2.74 0.72
N 0.13 -1.98 -0.32
C -0.14 -2.57 -1.48
C -0.04 -3.94 -1.68
C 0.29 -4.72 -0.58
C -0.29 -4.55 -3.01
C 0.19 -4.18 -4.19
C 1.16 -3.12 -4.52
C 1.51 -2.93 -5.85
C 2.43 -1.93 -6.13
N 3.00 -1.20 -5.17
C 2.62 -1.49 -3.93
N 1.73 -2.40 -3.55
H 0.86 -4.70 1.50
H 0.75 -2.24 1.65
H -0.47 -1.94 -2.29
H 0.34 -5.80 -0.68
H -0.92 -5.43 -2.99
H -0.12 -4.77 -5.04
H 1.08 -3.53 -6.64
H 2.73 -1.71 -7.15
H 3.09 -0.92 -3.14

Kohn-Sham gap   8.09 eV
Net charge   +2